DFT (ωB97M-V/def2-TZVPD) results for a structure of composition C26H29AsBCrF5N4O11S.

Each line ends with the Mulliken charge.
Positions of all 79 atoms, in Å:
Cr 0.54 -2.69 0.33  1.085
F -3.97 2.15 -1.15  -0.382
C -2.72 2.27 -0.64  -0.195
C -2.00 1.17 -0.29  -0.123
C -0.74 1.34 0.28  0.882
C 0.04 0.14 0.59  2.017
O -0.44 -0.93 0.22  -0.602
C 1.30 0.35 1.24  0.135
C 1.71 1.62 1.44  -0.627
N 1.01 2.75 1.12  0.318
C 1.57 4.04 1.37  -0.312
C 2.28 4.28 2.67  -0.997
C 0.93 4.91 2.43  -0.436
C -0.23 2.62 0.53  -0.401
C -0.98 3.74 0.13  -0.956
C -2.22 3.56 -0.46  -1.052
N -2.98 4.72 -0.86  0.389
C -3.95 5.14 0.12  -0.466
C -4.37 6.57 -0.18  -0.843
N -4.90 6.62 -1.59  -0.164
C -3.88 6.12 -2.59  -0.871
C -3.52 4.70 -2.20  -0.472
C 2.20 -0.75 1.78  -0.119
O 3.20 -0.40 2.39  -0.828
O 1.82 -1.95 1.60  -0.021
H -2.37 0.16 -0.45  0.756
H 2.68 1.76 1.91  0.828
H 1.96 4.54 0.50  0.428
H 3.16 4.90 2.64  0.247
H 2.31 3.45 3.37  0.363
H 0.88 5.97 2.25  0.304
H 0.10 4.48 2.96  0.237
H -0.59 4.74 0.24  0.516
H -3.52 5.10 1.12  0.447
H -4.84 4.49 0.13  0.334
H -3.52 7.24 -0.15  0.359
H -5.16 6.92 0.48  0.411
H -5.21 7.56 -1.82  0.345
H -5.72 6.01 -1.65  0.404
H -3.03 6.79 -2.52  0.352
H -4.34 6.18 -3.57  0.419
H -2.78 4.32 -2.89  0.468
H -4.41 4.06 -2.30  0.384
O 4.21 -1.63 -1.34  -0.732
As 2.76 -2.02 -2.23  0.839
O 2.66 -1.10 -3.57  -0.848
O 1.50 -1.83 -1.13  -0.090
C 3.01 -3.88 -2.76  -0.493
C 3.17 -4.06 -4.13  -0.485
C 3.41 -5.32 -4.67  -0.562
C 3.50 -6.42 -3.84  -0.509
C 3.35 -6.25 -2.46  -0.506
C 3.10 -5.00 -1.94  0.096
S 2.88 -4.85 -0.17  1.453
O 3.82 -3.85 0.28  -0.866
O 3.04 -6.16 0.40  -0.809
O 1.47 -4.38 -0.12  -0.483
H 4.23 -2.23 -0.57  0.463
H 3.09 -3.18 -4.77  0.527
H 3.53 -5.43 -5.74  0.373
H 3.68 -7.40 -4.25  0.365
H 3.40 -7.10 -1.79  0.505
N 1.45 -4.81 2.89  -0.343
C 0.29 -4.74 3.74  -0.747
C -0.01 -3.30 4.10  -0.684
C -0.56 -2.42 2.97  0.619
O -0.86 -1.25 3.22  -0.769
O -0.71 -2.98 1.81  -0.562
H 1.56 -5.69 2.41  0.177
H 2.31 -4.58 3.37  0.118
H 0.38 -5.32 4.68  0.392
H -0.56 -5.16 3.19  0.297
H 0.90 -2.81 4.47  0.182
H -0.73 -3.24 4.93  0.452
F -0.88 -3.31 -0.91  0.020
B -1.74 -4.54 -1.10  0.173
F -1.62 -5.33 0.02  -0.388
F -1.27 -5.16 -2.25  -0.365
F -3.03 -4.06 -1.28  -0.367

Results
- spin multiplicity = 4
- highest occupied orbital energy (spin up / spin down) (Eh) = -0.1731 / -0.1727
- total charge = -1
- frontier orbital gap (spin up / spin down) (eV) = 4.0 / 4.0
- electronic energy (a.u.) = -6257.8346
- ΔE to the lowest compared entry with this formula, charge and spin (kcal/mol) = 0.0

---

DFT (ωB97M-V/def2-TZVPD) results for a structure of composition C26H29Br2CsIN5O2S2.

Each line ends with the Mulliken charge.
Positions of all 68 atoms, in Å:
Cs 1.98 1.69 -0.61  1.214
O 0.57 3.37 1.51  -0.535
S -0.84 3.21 1.16  0.755
O -1.66 4.40 1.18  -0.764
N -0.84 2.41 -0.19  -0.018
C -1.97 2.12 -0.91  -0.538
C -3.28 2.30 -0.50  -0.560
C -4.37 1.92 -1.31  -1.061
C -4.18 1.35 -2.54  -0.997
C -2.86 1.16 -3.01  1.610
C -2.59 0.62 -4.29  -0.723
C -1.30 0.46 -4.71  -0.743
C -0.27 0.82 -3.82  -0.460
N -0.47 1.32 -2.63  -0.046
C -1.76 1.52 -2.21  0.314
C -1.49 2.13 2.42  0.215
C -0.90 0.89 2.61  -0.528
C -1.39 0.04 3.59  -0.949
C -2.46 0.44 4.38  -0.602
C -3.05 1.68 4.18  -0.584
C -2.56 2.53 3.20  -0.177
H -3.48 2.78 0.45  0.404
H -5.37 2.08 -0.94  0.398
H -5.02 1.07 -3.17  0.399
H -3.42 0.35 -4.93  0.412
H -1.06 0.06 -5.68  0.381
H 0.77 0.69 -4.12  0.499
H -0.07 0.57 1.99  0.763
H -0.93 -0.93 3.73  0.485
H -2.85 -0.23 5.15  0.409
H -3.88 1.99 4.80  0.394
H -3.00 3.51 3.03  0.580
Br 3.26 -0.99 -3.09  -0.101
C 5.02 -1.18 -2.30  -0.546
Br 5.16 -0.27 -0.61  -0.053
H 5.73 -0.75 -2.99  0.383
H 5.19 -2.24 -2.14  0.321
C -1.00 -2.30 -2.21  -0.612
N -0.60 -2.15 -0.81  0.270
C -1.41 -1.22 -0.03  -1.427
C 0.64 -2.48 -0.38  -0.248
S 1.40 -1.65 0.87  0.044
N 1.23 -3.53 -1.01  0.326
C 2.64 -3.82 -0.78  -0.886
C 0.46 -4.69 -1.45  -1.235
H -1.41 -1.35 -2.55  -0.070
H -1.76 -3.07 -2.34  0.248
H -0.13 -2.54 -2.82  0.384
H -2.43 -1.26 -0.42  0.383
H -1.04 -0.20 -0.10  0.411
H -1.41 -1.52 1.01  0.546
H 3.19 -2.89 -0.67  0.098
H 3.02 -4.38 -1.64  0.358
H 2.78 -4.41 0.13  0.350
H -0.57 -4.59 -1.14  0.421
H 0.87 -5.58 -0.98  0.411
H 0.49 -4.82 -2.54  0.306
I 4.89 3.81 1.25  0.110
C 3.92 2.28 2.32  -0.433
C 2.88 2.62 3.18  -0.029
C 2.23 1.58 3.82  -0.225
C 2.65 0.27 3.58  -0.399
C 3.70 0.06 2.71  -0.360
N 4.33 1.05 2.07  -0.265
H 2.56 3.64 3.29  0.297
H 1.39 1.78 4.46  0.406
H 2.15 -0.57 4.05  0.368
H 4.04 -0.95 2.47  0.509

Results
- spin multiplicity = 1
- highest occupied orbital energy (Eh) = -0.2634
- frontier orbital gap (eV) = 7.1
- electronic energy (a.u.) = -7694.7064
- ΔE to the lowest compared entry with this formula, charge and spin (kcal/mol) = 0.0

---

DFT (ωB97M-V/def2-TZVPD) results for a structure of composition C26H29BrIMoN2O2Si.

Each line ends with the Mulliken charge.
Positions of all 63 atoms, in Å:
Mo -0.93 0.74 1.15  0.814
C -2.27 -0.13 -0.15  -1.059
Si -1.20 -1.27 -1.19  -0.039
C 0.39 -1.49 -0.12  -1.169
N 0.88 -0.25 0.55  0.875
C 1.81 -0.58 1.66  -0.408
C 3.18 -1.03 1.19  -0.690
C 3.75 -0.07 0.13  -0.645
C 2.87 1.16 -0.03  -0.954
C 1.47 0.73 -0.42  0.165
C -0.69 -0.44 -2.79  0.818
C 0.42 -0.91 -3.50  -0.015
C 0.80 -0.36 -4.71  -0.695
C 0.06 0.69 -5.25  -0.497
C -1.05 1.17 -4.57  -0.732
C -1.42 0.61 -3.36  -0.290
C -1.93 -2.96 -1.40  0.561
C -3.28 -3.22 -1.15  -0.237
C -3.81 -4.48 -1.32  -0.705
C -3.00 -5.52 -1.76  -0.455
C -1.66 -5.29 -2.01  -0.720
C -1.13 -4.02 -1.84  -0.160
H -3.02 -0.67 0.44  0.240
H -2.77 0.65 -0.73  0.637
H 1.22 -1.93 -0.67  0.592
H 0.13 -2.20 0.68  0.599
H 1.32 -1.35 2.26  0.539
H 1.89 0.30 2.28  -0.419
H 3.14 -2.05 0.81  0.287
H 3.83 -1.06 2.07  0.507
H 3.81 -0.58 -0.84  0.294
H 4.77 0.21 0.38  0.403
H 3.25 1.82 -0.81  0.497
H 2.86 1.75 0.89  0.256
H 1.47 0.26 -1.41  -0.054
H 0.80 1.61 -0.51  0.122
H 1.01 -1.73 -3.10  0.233
H 1.66 -0.74 -5.24  0.430
H 0.35 1.12 -6.19  0.401
H -1.63 1.98 -4.99  0.428
H -2.30 0.99 -2.86  0.279
H -3.93 -2.42 -0.81  0.346
H -4.86 -4.66 -1.13  0.405
H -3.42 -6.51 -1.89  0.396
H -1.02 -6.10 -2.35  0.416
H -0.08 -3.87 -2.06  0.191
Br 2.91 1.80 4.11  -0.068
C 1.64 3.17 3.78  0.322
C 1.88 4.40 4.39  -0.719
C 0.97 5.41 4.20  -0.340
C -0.15 5.16 3.42  -0.795
C -0.29 3.90 2.86  0.764
N 0.59 2.90 3.02  0.076
C -1.53 3.66 2.05  -0.093
O -2.36 4.50 1.85  -0.572
O -1.62 2.44 1.53  -0.605
H 2.77 4.53 5.00  0.422
H 1.12 6.38 4.66  0.447
H -0.91 5.91 3.24  0.504
I -3.36 -0.01 3.49  0.101
C -1.38 -0.41 2.81  -1.299
H -1.32 -1.49 2.62  0.490
H -0.70 -0.15 3.63  0.577

Results
- spin multiplicity = 3
- highest occupied orbital energy (spin up / spin down) (Eh) = -0.4284 / -0.4310
- total charge = +1
- frontier orbital gap (spin up / spin down) (eV) = 7.9 / 8.2
- electronic energy (a.u.) = -4497.3306
- ΔE to the lowest compared entry with this formula, charge and spin (kcal/mol) = 21.0